72
Properties=species:S:1:pos:R:3:lowdin_spin:R:1 method="wB97M-V/def2-TZVPD" mol_weight_g_mol=558.648 e_above_lowest_kj_mol=2.3 total_energy_ev=-80578.45226 largest_force_ev_per_a=0.6 lumo_energy_ev="-0.7 / -0.8" spin_multiplicity=4
Cr -0.46782 1.19046 0.70713 2.83
C -2.67763 2.50725 -0.83235 0.00
C -1.33472 2.73560 -1.56325 0.00
N -0.21538 2.80224 -0.61818 0.00
C -0.05514 4.08376 0.08473 0.00
C 0.42424 3.83928 1.51396 0.00
N -0.28786 2.69967 2.12649 -0.01
C -1.62120 2.93253 2.70004 0.00
C -2.68231 3.00525 1.60719 0.00
N -2.46123 1.99184 0.54194 0.00
H -3.27357 1.78842 -1.39372 0.00
H -3.25926 3.42929 -0.78261 0.00
H -1.39043 3.63035 -2.19007 0.00
H -1.11872 1.89246 -2.21722 0.00
H 0.64328 2.48614 -1.13360 0.00
H -1.00892 4.61352 0.07845 0.00
H 0.66085 4.72501 -0.43514 0.00
H 0.32233 4.74611 2.11768 0.00
H 1.47814 3.55989 1.49562 0.00
H 0.31026 2.27649 2.83159 0.00
H -1.64805 3.84495 3.30426 0.00
H -1.82414 2.07898 3.34421 0.00
H -2.67109 3.98639 1.13643 0.00
H -3.67108 2.88451 2.05328 0.00
H -3.03794 1.17785 0.72121 0.00
O 5.95566 0.17390 0.06171 0.01
C 4.80409 0.49305 -0.05934 0.00
C 4.12357 0.96999 -1.34079 0.01
O 4.65519 1.12975 -2.41131 0.01
C 2.68198 1.19098 -1.00819 0.01
C 2.49184 0.82979 0.33939 -0.01
O 1.35165 0.78879 1.00883 0.04
C 3.72592 0.47543 1.01054 0.00
O 3.87390 0.20426 2.18887 0.00
O 1.81663 1.61421 -1.82523 0.01
C 0.76861 0.11348 4.24198 0.00
Si -0.38245 -0.91724 3.17507 0.01
C 0.62238 -2.30869 2.42974 0.00
C -1.74196 -1.63444 4.24637 0.00
O -1.08126 -0.00470 2.01685 0.06
H 1.19800 -0.49079 5.04488 0.00
H 0.25678 0.95420 4.72557 0.00
H 1.60630 0.48352 3.64159 0.00
H 1.12337 -2.89196 3.20615 0.00
H 1.39975 -1.89469 1.78260 0.00
H -0.00401 -2.99170 1.84852 0.00
H -1.33400 -2.30082 5.01018 0.00
H -2.44898 -2.20864 3.64312 0.00
H -2.30209 -0.84732 4.75813 0.00
C -0.34377 -5.33232 -4.73414 0.00
C -0.22285 -4.16562 -3.79767 0.00
C 0.95611 -3.92370 -3.10686 0.00
C 1.07771 -2.85892 -2.22659 0.00
C 2.39528 -2.64591 -1.52551 0.00
C -0.03533 -2.01175 -2.03633 0.00
C 0.11239 -0.96249 -1.06056 0.01
O -0.74708 -0.11438 -0.78129 0.01
C -1.23522 -2.22392 -2.75383 0.00
C -2.43591 -1.32873 -2.62330 0.00
C -1.30205 -3.30249 -3.61439 0.00
H 0.60772 -5.84654 -4.85465 0.00
H -0.68776 -5.00637 -5.71654 0.00
H -1.07394 -6.04992 -4.35526 0.00
H 1.80653 -4.57635 -3.26317 0.00
H 3.13661 -3.33882 -1.91764 0.00
H 2.31510 -2.81763 -0.45002 0.00
H 2.77715 -1.63466 -1.67214 0.00
H 1.05382 -0.92072 -0.51093 0.00
H -2.17099 -0.28649 -2.79353 0.00
H -2.86573 -1.39251 -1.62165 0.00
H -3.19450 -1.62316 -3.34692 0.00
H -2.21680 -3.47519 -4.17038 0.00

***

12
Properties=species:S:1:pos:R:3:nbo_charge:R:1 method="wB97M-V/def2-TZVPD" smiles="IC1=[NH+]CCN1" total_charge=+1 mol_weight_g_mol=196.999 e_above_lowest_kj_mol=55.9 total_energy_ev=-14281.53339 largest_force_ev_per_a=5.8 lumo_energy_ev=-4.1 spin_multiplicity=1
C -0.73394 0.93941 -0.57472 0.29
C 0.99999 -0.55275 -0.27682 -0.24
C 0.00161 -0.73622 0.93576 -0.24
N 0.39293 0.47072 -1.05332 -0.53
N -0.98464 0.30897 0.71953 -0.59
I -1.84129 2.37018 -1.34015 0.45
H 2.12296 -0.20408 0.01288 0.25
H 0.91068 -1.49788 -0.83662 0.24
H -0.41569 -1.75493 0.99298 0.23
H 0.60611 -0.70472 1.92913 0.24
H 0.84990 0.94934 -1.80131 0.45
H -1.90863 0.41195 1.29266 0.47

***

22
Properties=species:S:1:pos:R:3:lowdin_spin:R:1 method="wB97M-V/def2-TZVPD" total_charge=+1 mol_weight_g_mol=151.193 e_above_lowest_kj_mol=260.2 total_energy_ev=-13384.64987 largest_force_ev_per_a=2.8 lumo_energy_ev="-3.9 / -6.3" spin_multiplicity=3
C -2.00847 0.42377 0.02807 0.07
C 0.36797 1.75631 -1.96237 0.09
C -1.61675 -0.28434 -0.96895 0.46
C -0.55495 -0.48482 -1.80178 0.10
C -1.01704 1.08486 1.08199 0.06
C -0.09444 -1.81953 -2.27542 0.01
C 0.88342 -0.19985 1.96425 0.02
N 0.98992 2.08631 -0.82920 0.19
N -0.03500 0.61106 -2.35947 0.31
N 0.35665 0.78990 1.05802 0.24
N 1.24299 1.41952 0.24325 0.39
H -3.02506 0.67726 0.27326 0.02
H 0.40574 2.55622 -2.69184 0.01
H -1.17688 2.15037 0.88297 0.01
H -1.40534 0.82965 2.06841 0.00
H 0.53863 -2.28058 -1.51636 0.00
H 0.47558 -1.71618 -3.19417 0.00
H -0.93928 -2.48166 -2.44414 0.00
H 0.85726 0.16004 2.99588 0.01
H 0.28769 -1.11291 1.90449 0.01
H 1.91152 -0.44777 1.70444 0.00
H 2.22536 1.27246 0.48304 0.01

***

14
Properties=species:S:1:pos:R:3:nbo_charge:R:1 method="wB97M-V/def2-TZVPD" smiles=NC[C@@H](O)CF mol_weight_g_mol=93.101 e_above_lowest_kj_mol=187.9 total_energy_ev=-9494.27580 largest_force_ev_per_a=4.8 lumo_energy_ev=0.9 spin_multiplicity=1
C -1.02280 -0.88663 0.78409 -0.22
C 0.39013 -0.34701 0.54497 0.02
C 0.31354 1.08250 0.17537 0.02
H -2.27078 0.39298 -0.28052 0.35
H -1.68176 -0.88136 -1.27638 0.37
H -1.51023 -0.19796 1.59784 0.19
H -0.97498 -1.92064 0.96953 0.21
H 1.01788 -0.58625 1.45999 0.17
H 1.47447 -0.27235 -1.08213 0.49
H -0.26334 1.31074 -0.66956 0.18
H 0.05768 1.68324 1.10771 0.17
N -2.03201 -0.58572 -0.38762 -0.85
O 0.84210 -0.97547 -0.57846 -0.72
F 1.50590 1.47580 -0.39023 -0.38

***

18
Properties=species:S:1:pos:R:3:nbo_charge:R:1 method="wB97M-V/def2-TZVPD" mol_weight_g_mol=122.124 e_above_lowest_kj_mol=507.7 total_energy_ev=-12391.47356 largest_force_ev_per_a=4.5 lumo_energy_ev=-2.8 spin_multiplicity=1
C 1.23102 -0.96588 1.25719 -0.04
C 1.58885 0.39763 1.21508 0.17
N 0.48265 1.03270 0.72258 -0.45
C -0.55802 -0.00970 0.82353 -0.17
N 0.02377 -1.34023 0.91804 -0.26
H 1.95960 -1.77129 1.40617 0.22
H 2.56908 0.82568 1.31398 0.24
H 0.56174 1.28431 -0.32905 0.51
H -1.14651 0.11931 1.72679 0.27
H -1.41168 1.60981 -1.15888 0.50
H -0.35123 1.24937 -2.63539 0.47
O -0.49077 0.96048 -1.73447 -1.12
H -0.01251 -2.28372 -2.14844 0.48
H -2.98773 2.30348 -0.42418 0.46
O -2.10763 1.93181 -0.30905 -1.14
H 0.27614 -2.18901 -0.61679 0.47
H -1.17246 0.06670 -0.09827 0.34
O 0.66078 -2.39491 -1.47754 -0.95

***

122
Properties=species:S:1:pos:R:3:lowdin_charge:R:1 method="wB97M-V/def2-TZVPD" mol_weight_g_mol=922.497 e_above_lowest_kj_mol=121.4 total_energy_ev=-109750.90432 largest_force_ev_per_a=2.8 lumo_energy_ev=-0.1 spin_multiplicity=1
Zr 2.10074 -1.33137 0.97786 1.27
C 1.11937 -5.71253 3.57947 -0.04
C 1.19845 -5.23971 2.13431 -0.39
C 1.74164 -6.24401 1.15461 -0.06
C -0.17717 -4.72241 1.74324 -0.15
C -1.14246 -5.64717 1.44054 -0.06
C -2.42745 -5.30122 1.17948 -0.07
C -2.78894 -3.96871 1.21523 -0.02
C -1.88849 -2.97349 1.60703 -0.15
C -2.29223 -1.52995 1.49093 -0.35
C -3.07834 -0.99373 2.73920 -0.05
C -3.11557 -1.25081 0.20188 -0.06
C -0.59424 -3.38767 1.85794 -0.22
N 0.30789 -2.37453 2.21217 -0.03
C 0.04838 -1.77829 3.31402 -0.10
C 0.85346 -0.70105 3.75645 -0.31
C 0.80201 -0.05270 5.00926 -0.03
C 1.87036 0.80370 5.06743 -0.05
C 2.51743 0.76802 3.82188 -0.23
N 1.90384 -0.14729 2.99746 -0.03
C 3.75591 1.60637 3.55862 -0.53
C 4.96310 0.67016 3.69792 -0.04
C 3.80779 2.75412 4.61083 -0.06
C 3.82703 2.22804 2.16281 -0.06
H 2.06788 -6.08839 3.90284 0.07
H 0.35299 -6.45033 3.69277 0.07
H 0.88796 -4.84833 4.25379 0.10
H 1.82456 -4.38232 2.07267 0.08
H 1.20059 -7.16834 1.04438 0.07
H 2.74605 -6.46712 1.52354 0.09
H 1.90966 -5.80879 0.19148 0.07
H -0.84040 -6.72604 1.54890 0.13
H -3.11336 -6.06555 0.82986 0.11
H -3.74407 -3.62758 0.88018 0.10
H -1.39998 -0.94496 1.40820 0.08
H -4.20530 -1.10218 2.64136 0.10
H -2.82823 0.08092 2.93938 0.08
H -2.79046 -1.44332 3.67533 0.05
H -4.13424 -1.64893 0.22894 0.08
H -2.56147 -1.68637 -0.69395 0.07
H -3.10203 -0.15269 0.04448 0.07
H -0.80267 -1.98563 3.99345 0.15
H 0.14439 -0.33741 5.78723 0.10
H 2.16032 1.42499 5.92361 0.11
H 5.05784 0.32125 4.71201 0.08
H 5.86897 1.18309 3.39003 0.09
H 4.88299 -0.29221 3.16231 0.03
H 3.95842 2.42149 5.61862 0.06
H 2.88291 3.35012 4.57178 0.09
H 4.67484 3.40217 4.33253 0.10
H 3.94011 1.45141 1.43469 0.00
H 4.75170 2.79211 2.05226 0.08
H 2.97910 2.90567 1.94543 0.10
O 5.43802 -4.11768 -3.53112 -0.04
C 4.92806 -3.48128 -2.64961 -0.95
S 4.15079 -1.88319 -2.86750 0.96
C 3.96527 -1.47028 -1.18286 -1.12
C 4.33281 -2.45885 -0.26674 -1.18
S 4.25606 -2.40703 1.50905 0.51
S 4.99814 -3.91477 -0.89087 0.95
S 3.24097 0.09044 -0.77641 0.58
O 0.70307 0.43485 0.89775 -0.25
H 0.30555 0.64987 1.76471 0.07
H 0.08890 0.64294 0.12357 0.00
O -1.85419 4.88369 5.23033 0.00
C -1.73837 4.71758 6.34757 -0.01
C 0.80838 -2.30481 -0.56641 -0.25
H 0.87972 -3.41619 -0.36489 0.03
H 1.29845 -2.11915 -1.51991 -0.02
H -0.26102 -2.05327 -0.45678 -0.01
C 2.20993 3.23800 -4.27449 -0.19
C 2.27726 1.82330 -3.76602 -0.23
C 0.85978 1.31859 -3.57199 -0.22
C -0.01909 2.34784 -2.83987 -0.45
C 0.90648 3.34164 -2.04149 -0.19
C 1.82144 4.11770 -3.05003 -0.17
P -1.21649 1.51792 -1.70388 1.13
C -2.48862 2.82549 -1.25269 -0.42
C -2.26577 3.33552 0.16352 -0.23
C -3.45006 4.25243 0.55213 -0.17
C -3.97167 5.21556 -0.56319 -0.22
C -2.97718 5.39037 -1.62293 -0.21
C -2.56138 4.01426 -2.25896 -0.17
C -2.16674 0.41129 -2.84784 -0.44
C -1.48013 -0.93823 -3.05617 -0.24
C -2.47177 -2.00413 -3.49992 -0.19
C -3.37895 -1.42337 -4.56975 -0.21
C -2.83253 -0.18323 -5.21010 -0.22
C -2.66024 0.96614 -4.21969 -0.17
H 1.48046 3.35669 -5.08209 0.11
H 3.13151 3.60899 -4.68244 0.10
H 2.75343 1.79405 -2.78707 0.04
H 2.76030 1.13119 -4.42380 0.11
H 0.90848 0.35277 -3.01452 0.09
H 0.41235 1.03857 -4.55059 0.12
H -0.59302 2.95040 -3.55491 0.09
H 1.44219 2.75049 -1.29331 0.09
H 0.30232 4.10378 -1.51391 0.09
H 2.65863 4.66126 -2.54777 0.12
H 1.15637 4.90568 -3.45541 0.10
H -3.41050 2.23894 -1.25046 0.10
H -1.31771 3.89548 0.17143 0.11
H -2.16136 2.53595 0.87952 0.09
H -3.17699 4.86835 1.42173 0.11
H -4.26564 3.63021 0.87348 0.10
H -4.33581 6.16922 -0.14911 0.11
H -4.85005 4.77098 -1.00992 0.10
H -2.05324 5.80145 -1.13568 0.12
H -3.23568 6.07587 -2.41750 0.11
H -1.61055 4.16463 -2.72586 0.06
H -3.23079 3.75797 -3.10024 0.11
H -3.01064 0.21905 -2.21462 0.07
H -0.98200 -1.18524 -2.08076 0.07
H -0.69076 -0.77722 -3.81455 0.10
H -3.09414 -2.31817 -2.64591 0.10
H -1.87101 -2.86829 -3.78597 0.11
H -4.32074 -1.21132 -4.06090 0.12
H -3.56703 -2.10730 -5.37388 0.10
H -3.54283 0.08407 -6.00784 0.12
H -1.89524 -0.41951 -5.75365 0.12
H -3.62668 1.44352 -4.07040 0.11
H -1.92010 1.63705 -4.64827 0.09